Record 1
DFT (ωB97M-V with the def2-TZVPD basis set) results for the molecule C4H11NS in a non-equilibrium geometry.

Structure (ORCA input):
```
! RIJCOSX wB97M-V def2-TZVPD def2/J DEFGRID3
* xyz 0 1
S -2.0315 -2.1608 -0.1435
N 1.7536 1.1202 0.1211
C -0.0224 -0.1974 -0.8333
C -0.4389 1.5607 0.9834
C -0.3689 -1.8406 -0.9643
C 0.4807 0.4691 0.4561
H 0.1051 2.1961 1.7242
H 2.3694 1.3947 0.9838
H 0.4908 -2.3343 -0.5312
H 1.4583 2.0123 -0.2286
H -1.3677 1.1250 1.4667
H -0.8773 0.2708 -1.1150
H -1.6585 -3.3772 0.3299
H 0.6861 -0.0051 -1.7156
H -0.7461 2.2485 0.1842
H 0.7340 -0.2452 1.2068
H -0.5668 -2.2366 -1.9246
*
```

Results
- E_LUMO (Ha) = 0.0353
- ΔE to the lowest compared entry with this formula, charge and spin (kcal/mol) = 29.8
- SMILES string = C[C@H](N)CCS

Record 2
DFT (ωB97M-V with the def2-TZVPD basis set) results for a structure of composition C8H11NOS in a non-equilibrium geometry.

Structure (ORCA input):
```
! RIJCOSX wB97M-V def2-TZVPD def2/J DEFGRID3
* xyz 0 1
S 4.8844 -0.0186 0.1460
O -2.2659 -1.0385 -0.5517
N 2.3040 -0.4023 -0.7306
C -0.6964 -0.3225 1.0691
C 0.9054 -0.3472 -0.8599
C 0.0162 0.9750 1.0781
C 3.5293 -0.4373 -0.5801
C 0.3836 -1.2656 0.4232
C -1.8138 0.0519 0.1216
C 0.3455 1.0704 -0.5017
C -1.1100 0.9004 -0.9259
H -1.4083 0.3301 -1.7845
H -0.9064 -0.7062 2.0518
H -0.5850 1.7997 1.2592
H -1.7403 1.7686 -1.1264
H 0.7706 -0.6280 -1.8012
H -2.6389 0.5513 0.7309
H 1.1551 1.8877 -0.7951
H 1.0722 0.9434 1.5441
H 1.1868 -1.5569 1.2203
H -3.3277 -1.3490 -0.0246
H -0.0604 -2.2062 0.0374
*
```

Results
- E_LUMO (Ha) = 0.0058
- ΔE to the lowest compared entry with this formula, charge and spin (kcal/mol) = 88.6